A 4-piece molecular cluster, C12H24O12 overall at a distorted geometry. Source: the OMol25 dataset; level of theory: ωB97M-V with the def2-TZVPD basis set.

Calculated values
LUMO energy   0.595 eV
Highest occupied orbital energy   -10.59 eV
Energy relative to the best compared isomer or geometry (same formula, charge and spin)   254.2 kJ/mol
DFT total energy   -37400.737 eV
2S+1   1
Orbital gap   11.18 eV

Last columns: bonded neighbours and bond lengths (Å).
Geometry (Å):
1 C 6.37221 -2.83197 5.52630  O2 1.399, H7 1.090, H8 1.090, H9 1.090
2 O 6.09648 -1.51911 5.12963  C1 1.399, C3 1.333
3 C 4.82515 -1.22376 4.85832  O2 1.333, O4 1.259, O5 1.258
4 O 3.80766 -1.94659 5.02126  C3 1.259
5 O 4.84903 -0.09813 4.29653  C3 1.258, C6 1.347
6 C 3.69947 0.41546 3.81833  O5 1.347, H10 1.090, H11 1.090, H12 1.090
7 H 6.04321 -3.23460 6.48429  C1 1.090
8 H 7.45896 -2.90348 5.48177  C1 1.090
9 H 6.02426 -3.52994 4.76482  C1 1.090
10 H 3.08248 0.61515 4.69442  C6 1.090
11 H 3.16377 -0.28634 3.17912  C6 1.090
12 H 3.67435 1.33918 3.24023  C6 1.090
13 C 2.08468 1.68800 0.25210  O14 1.420, H19 1.090, H20 1.090, H21 1.090
14 O 0.74231 1.27982 0.46914  C13 1.420, C15 1.317
15 C -0.28222 1.95436 -0.01040  O14 1.317, O16 1.233, O17 1.284
16 O -0.29828 2.86454 -0.84253  C15 1.233
17 O -1.25296 1.34888 0.57263  C15 1.284, C18 1.429
18 C -2.62037 1.48905 0.18034  O17 1.429, H22 1.090, H23 1.090, H24 1.090
19 H 2.75450 1.06453 0.84433  C13 1.090
20 H 2.34282 2.66449 0.66187  C13 1.090
21 H 2.44391 1.62002 -0.77475  C13 1.090
22 H -2.82968 1.53466 -0.88839  C18 1.090
23 H -3.19055 2.27264 0.67930  C18 1.090
24 H -3.21212 0.59621 0.38223  C18 1.090
25 C 0.66304 0.55625 -3.21019  O26 1.425, H31 1.090, H32 1.090, H33 1.090
26 O 0.11405 -0.47853 -2.39808  C25 1.425, C27 1.286
27 C 0.89404 -1.45313 -2.08818  O26 1.286, O28 1.263, O29 1.413
28 O 2.03568 -1.65216 -2.59161  C27 1.263
29 O 0.33265 -2.19952 -1.02748  C27 1.413, C30 1.428
30 C 0.87577 -3.44364 -0.58423  O29 1.428, H34 1.090, H35 1.090, H36 1.090
31 H 1.09642 0.15526 -4.12642  C25 1.090
32 H 1.43644 1.07723 -2.64580  C25 1.090
33 H -0.09774 1.26749 -3.53182  C25 1.090
34 H 0.10599 -4.20914 -0.48649  C30 1.090
35 H 1.17227 -3.33878 0.45941  C30 1.090
36 H 1.71887 -3.77408 -1.19092  C30 1.090
37 C -5.14407 -0.59895 -1.25637  O38 1.375, H43 1.090, H44 1.090, H45 1.090
38 O -5.82071 -0.03649 -2.31278  C37 1.375, C39 1.328
39 C -5.48572 1.16849 -2.76056  O38 1.328, O40 1.210, O41 1.294
40 O -4.50912 1.79323 -2.41393  C39 1.210
41 O -6.24822 1.44209 -3.76996  C39 1.294, C42 1.367
42 C -6.02872 2.51023 -4.59392  O41 1.367, H46 1.090, H47 1.090, H48 1.090
43 H -4.08845 -0.71834 -1.50030  C37 1.090
44 H -5.56013 -1.59084 -1.07985  C37 1.090
45 H -5.13141 0.05186 -0.38207  C37 1.090
46 H -6.06546 3.49800 -4.13452  C42 1.090
47 H -6.92250 2.43357 -5.21309  C42 1.090
48 H -5.12205 2.36684 -5.18171  C42 1.090